*1*
{
  "formula": "C43H36N9O6RbS5",
  "method": "ωB97M-V/def2-TZVPD",
  "charge": -2,
  "elements": ["Rb", "C", "C", "C", "C", "C", "C", "N", "N", "C", "C", "C", "C", "C", "N", "H", "H", "H", "H", "H", "H", "H", "H", "H", "C", "O", "C", "C", "C", "C", "C", "C", "C", "N", "C", "C", "N", "C", "C", "C", "C", "N", "C", "C", "N", "C", "C", "C", "C", "H", "H", "H", "H", "H", "H", "H", "H", "H", "H", "H", "H", "H", "H", "O", "C", "O", "C", "C", "N", "N", "C", "C", "O", "O", "H", "H", "H", "C", "S", "C", "C", "S", "S", "C", "S", "S", "H", "H", "H", "C", "C", "C", "O", "H", "H", "H", "H", "H", "H", "H"],
  "xyz": [[-0.980, -1.718, 2.107], [-1.389, -0.499, -5.064], [-0.486, -1.332, -4.415], [-0.830, -1.986, -3.244], [-2.088, -1.801, -2.655], [-3.010, -1.003, -3.338], [-2.656, -0.362, -4.518], [-2.377, -2.377, -1.392], [-1.694, -3.616, -1.275], [-1.899, -4.363, -0.215], [-1.118, -5.589, -0.184], [-1.289, -6.496, 0.821], [-2.198, -6.224, 1.866], [-2.862, -5.015, 1.795], [-2.746, -4.097, 0.832], [-1.120, 0.010, -5.982], [0.504, -1.493, -4.832], [-0.146, -2.672, -2.774], [-4.010, -0.912, -2.954], [-3.398, 0.253, -5.018], [-0.458, -5.782, -1.023], [-0.720, -7.422, 0.812], [-2.358, -6.903, 2.692], [-3.553, -4.747, 2.594], [7.461, 7.808, -5.258], [6.318, 8.137, -4.496], [5.594, 7.100, -3.998], [5.896, 5.765, -4.214], [5.085, 4.783, -3.651], [3.981, 5.110, -2.881], [3.692, 6.463, -2.677], [4.486, 7.445, -3.227], [3.114, 4.097, -2.260], [2.099, 4.364, -1.480], [1.588, 3.136, -1.115], [2.307, 2.125, -1.688], [3.287, 2.750, -2.426], [2.029, 0.735, -1.489], [2.746, -0.320, -2.063], [2.377, -1.611, -1.781], [1.284, -1.821, -0.932], [0.598, -0.841, -0.384], [0.951, 0.427, -0.640], [0.168, 1.502, -0.008], [-0.844, 1.135, 0.793], [-1.576, 2.072, 1.364], [-1.344, 3.443, 1.173], [-0.308, 3.832, 0.363], [0.477, 2.848, -0.250], [7.913, 8.751, -5.551], [7.193, 7.243, -6.154], [8.179, 7.231, -4.669], [6.750, 5.470, -4.807], [5.349, 3.748, -3.832], [2.831, 6.721, -2.074], [4.267, 8.494, -3.071], [3.997, 2.300, -2.971], [3.585, -0.122, -2.723], [2.903, -2.456, -2.206], [0.940, -2.827, -0.704], [-2.400, 1.742, 1.996], [-1.985, 4.163, 1.665], [-0.084, 4.877, 0.185], [4.570, -3.601, 5.034], [4.301, -4.508, 4.119], [5.043, -5.448, 3.898], [3.032, -4.356, 3.354], [2.641, -5.268, 2.398], [1.472, -4.837, 1.905], [1.057, -3.705, 2.480], [1.987, -3.391, 3.371], [1.793, -2.150, 4.235], [2.683, -1.950, 5.107], [0.782, -1.469, 4.011], [3.818, -2.872, 5.083], [3.126, -6.170, 2.062], [0.848, -5.278, 1.240], [-2.292, -0.134, 5.714], [-3.821, -0.979, 6.170], [-4.976, 0.297, 5.856], [-5.279, 0.820, 4.637], [-4.715, 0.393, 3.072], [-6.458, 2.120, 4.725], [-6.725, 2.165, 6.423], [-7.790, 3.202, 7.178], [-5.763, 1.016, 7.242], [-1.458, -0.803, 5.930], [-2.186, 0.780, 6.297], [-2.295, 0.101, 4.653], [-5.746, -1.906, -0.112], [-4.257, -1.657, -0.169], [-3.925, -0.193, -0.371], [-3.789, -2.489, -1.256], [-6.154, -1.423, 0.778], [-5.947, -2.978, -0.064], [-6.244, -1.493, -0.996], [-3.803, -2.052, 0.745], [-4.369, 0.190, -1.293], [-2.847, -0.028, -0.411], [-4.339, 0.385, 0.457]]
}



*2*
{
  "formula": "C43H36N9O6RbS5",
  "method": "ωB97M-V/def2-TZVPD",
  "charge": -2,
  "elements": ["Rb", "C", "C", "C", "C", "C", "C", "N", "N", "C", "C", "C", "C", "C", "N", "H", "H", "H", "H", "H", "H", "H", "H", "H", "C", "O", "C", "C", "C", "C", "C", "C", "C", "N", "C", "C", "N", "C", "C", "C", "C", "N", "C", "C", "N", "C", "C", "C", "C", "H", "H", "H", "H", "H", "H", "H", "H", "H", "H", "H", "H", "H", "H", "O", "C", "O", "C", "C", "N", "N", "C", "C", "O", "O", "H", "H", "H", "C", "S", "C", "C", "S", "S", "C", "S", "S", "H", "H", "H", "C", "C", "C", "O", "H", "H", "H", "H", "H", "H", "H"],
  "xyz": [[0.299, 0.862, 2.348], [-1.482, -5.576, 4.089], [-0.286, -5.066, 3.576], [-0.115, -3.714, 3.360], [-1.142, -2.782, 3.651], [-2.335, -3.310, 4.194], [-2.493, -4.675, 4.397], [-0.859, -1.462, 3.432], [-2.007, -0.671, 3.434], [-1.975, 0.474, 4.219], [-1.175, 0.469, 5.381], [-1.158, 1.596, 6.166], [-1.928, 2.703, 5.812], [-2.679, 2.605, 4.661], [-2.718, 1.530, 3.868], [-1.610, -6.639, 4.252], [0.528, -5.743, 3.338], [0.816, -3.333, 2.952], [-3.122, -2.625, 4.480], [-3.425, -5.038, 4.820], [-0.582, -0.405, 5.604], [-0.526, 1.625, 7.046], [-1.914, 3.617, 6.388], [-3.285, 3.446, 4.335], [-0.359, 2.753, -12.325], [-1.442, 2.918, -11.430], [-1.205, 2.663, -10.113], [-2.269, 2.896, -9.247], [-2.120, 2.664, -7.894], [-0.914, 2.198, -7.371], [0.137, 1.965, -8.247], [0.002, 2.192, -9.610], [-0.715, 1.951, -5.935], [0.360, 1.421, -5.408], [0.123, 1.396, -4.050], [-1.110, 1.917, -3.766], [-1.645, 2.271, -4.984], [-1.636, 2.045, -2.440], [-2.898, 2.556, -2.115], [-3.273, 2.626, -0.796], [-2.368, 2.196, 0.183], [-1.176, 1.717, -0.112], [-0.802, 1.616, -1.393], [0.517, 1.016, -1.677], [1.229, 0.561, -0.632], [2.394, -0.010, -0.861], [2.937, -0.152, -2.146], [2.223, 0.311, -3.221], [0.975, 0.905, -2.998], [-0.727, 3.050, -13.304], [-0.029, 1.712, -12.365], [0.486, 3.388, -12.048], [-3.204, 3.258, -9.654], [-2.970, 2.847, -7.247], [1.072, 1.601, -7.844], [0.842, 1.998, -10.262], [-2.535, 2.704, -5.141], [-3.574, 2.887, -2.896], [-4.245, 3.004, -0.506], [-2.625, 2.226, 1.239], [2.922, -0.403, 0.003], [3.898, -0.633, -2.269], [2.591, 0.219, -4.235], [4.720, 4.627, 5.072], [5.227, 3.415, 5.130], [6.320, 3.192, 5.618], [4.412, 2.309, 4.558], [4.888, 1.018, 4.454], [3.921, 0.285, 3.892], [2.831, 1.006, 3.606], [3.105, 2.244, 4.000], [2.065, 3.336, 3.809], [2.466, 4.517, 4.022], [0.927, 2.990, 3.459], [3.770, 4.606, 4.642], [5.839, 0.605, 4.744], [3.968, -0.682, 3.563], [3.623, -4.746, -0.804], [2.271, -4.949, 0.380], [3.182, -4.995, 1.872], [3.819, -3.940, 2.448], [3.961, -2.319, 1.898], [4.647, -4.372, 3.936], [4.259, -6.047, 4.017], [4.821, -7.078, 5.194], [3.333, -6.545, 2.668], [3.166, -4.641, -1.790], [4.281, -5.614, -0.801], [4.181, -3.842, -0.561], [-4.739, -0.856, 2.770], [-3.678, -0.858, 1.683], [-3.495, -2.231, 1.054], [-2.412, -0.334, 2.086], [-5.720, -0.967, 2.299], [-4.720, 0.081, 3.324], [-4.598, -1.687, 3.460], [-3.993, -0.146, 0.910], [-3.139, -2.937, 1.806], [-2.758, -2.184, 0.251], [-4.442, -2.599, 0.645]]
}



Quick one: most stable of them? *1*